No. 1
DFT (the ωB97M-V functional and the def2-TZVPD basis) results for a molecular structure, C34H46ClF5OOsP4.

Structure (XYZ):
```
92
Properties=species:S:1:pos:R:3
P -2.51475 0.48485 0.49707
C -3.30513 1.41922 1.80589
C -4.08692 2.55021 1.50480
H -4.09962 2.95766 0.49484
C -4.85154 3.15221 2.50424
H -5.46220 4.02352 2.25662
C -4.82866 2.64048 3.80447
H -5.43718 3.10657 4.57962
C -4.01519 1.54356 4.12002
H -3.98310 1.15758 5.14100
C -3.24090 0.94055 3.13055
H -2.59148 0.09616 3.36390
C -2.44904 1.52175 -0.96617
C -1.87765 2.80259 -0.86584
H -1.62404 3.21842 0.11375
C -1.66268 3.55797 -2.01668
H -1.13111 4.50930 -1.94411
C -2.14007 3.09733 -3.24994
H -1.99931 3.70429 -4.14576
C -2.78838 1.86452 -3.34156
H -3.17954 1.51165 -4.29897
C -2.92699 1.06193 -2.21107
H -3.43135 0.09543 -2.28602
C -3.51880 -0.96091 0.12009
C -4.92357 -0.85109 0.14812
H -5.38747 0.10247 0.40390
C -5.71366 -1.96057 -0.15119
H -6.79971 -1.86488 -0.14939
C -5.11147 -3.19058 -0.44041
H -5.73078 -4.06395 -0.64510
C -3.71728 -3.30800 -0.46095
H -3.24121 -4.26918 -0.67285
C -2.92220 -2.18876 -0.20902
H -1.83693 -2.26305 -0.24406
Os 1.94114 -0.38957 1.06895
C 2.60780 -0.52851 -0.88058
C 1.73452 -0.33024 -1.90492
H 3.63972 -0.77266 -1.15583
C 0.30118 -0.11550 -1.48033
O -0.50946 -1.18087 -2.04890
H -1.45604 -0.98606 -1.91622
C 0.28742 -0.15299 0.02107
H -0.06965 0.86934 -1.82924
C -0.63085 -0.04915 0.96399
Cl 1.32730 -0.16177 3.43394
P 1.55864 -2.73264 1.45016
P 2.28353 1.95752 1.36078
C 2.41428 -3.41849 2.90224
H 1.95978 -3.00367 3.80882
H 3.47826 -3.15387 2.88531
H 2.30562 -4.51064 2.89742
C -0.15273 -3.33467 1.65441
H -0.55688 -3.64647 0.68008
H -0.77726 -2.53540 2.06348
H -0.17479 -4.19937 2.33737
C 2.16532 -3.71358 0.04054
H 3.22802 -3.50665 -0.10376
H 1.61691 -3.41787 -0.86211
H 2.01622 -4.78418 0.23688
C 3.42750 2.41758 2.69104
H 4.45787 2.18720 2.40119
H 3.17019 1.85578 3.59602
H 3.32772 3.49268 2.89078
C 2.97061 2.67618 -0.16274
H 2.24421 2.56580 -0.97691
H 3.88375 2.13479 -0.42999
H 3.20019 3.73784 -0.00857
C 0.80216 2.96714 1.69999
H 0.17667 2.47203 2.45104
H 0.22558 3.09366 0.77709
H 1.10875 3.95568 2.07241
P 2.15888 -0.43541 -3.66612
C 3.93398 -0.37252 -3.86589
C 1.35954 0.97213 -4.43557
H 4.40495 -1.19430 -3.30868
H 4.31819 0.59114 -3.50198
H 4.17796 -0.47731 -4.93319
H 0.27806 0.94321 -4.24959
H 1.54071 0.95255 -5.51793
H 1.77695 1.89844 -4.01955
C 1.47470 -1.96000 -4.30850
H 1.93456 -2.81207 -3.79019
H 1.67623 -2.03587 -5.38435
H 0.39302 -1.96266 -4.12204
H -0.41450 -0.15727 2.03045
F 4.86851 0.33489 0.65367
C 4.20456 -0.71247 1.30909
F 4.55619 -1.85635 0.57193
C 4.90510 -0.87598 2.71781
F 5.70690 -1.98038 2.73343
F 5.69028 0.19749 2.99643
F 4.05193 -1.01488 3.77612
```

Values from the calculation:
- Gap between HOMO and LUMO (alpha / beta): 5.250 / 6.574 eV
- ⟨S²⟩: 6.032
- 2S+1: 5
- Net charge: +2
- E_HOMO (alpha / beta): -10.00 / -14.12 eV
- Total energy: -3813.40971 Eh

Atom charges from the Löwdin analysis, given in e for atoms 1 to 8: 1.1445, -0.3270, -0.0795, 0.1055, -0.0506, 0.1205, -0.0430, 0.1202



No. 2
DFT (the ωB97M-V functional and the def2-TZVPD basis) results for a molecular structure, C34H46ClN5O8OsSb2.

Structure (XYZ):
```
97
Properties=species:S:1:pos:R:3
Os 0.73247 0.43183 0.61169
C -2.64062 3.06820 1.03675
Sb -1.73410 1.69946 -0.32023
C -1.00587 3.06012 -1.80338
C -3.58674 1.39041 -1.54918
C -4.77037 0.92069 -0.78649
C -5.55251 1.84292 -0.08798
C -6.60079 1.44034 0.71719
C -6.89893 0.08760 0.85220
C -6.17131 -0.83872 0.13669
C -5.13155 -0.44208 -0.71619
C -4.46413 -1.44602 -1.54160
Sb -2.43795 -1.94200 -0.63886
C -3.02753 -2.74029 1.25326
C -2.20080 -3.79418 -1.67193
H -2.78666 4.00787 0.50646
H -1.98189 3.21575 1.88720
H -3.59978 2.67638 1.36836
H -1.76609 3.82224 -1.96499
H -0.83379 2.51767 -2.73216
H -0.07720 3.53291 -1.49515
H -3.28370 0.75029 -2.37217
H -3.70941 2.40983 -1.90826
H -5.33372 2.89872 -0.19274
H -7.19431 2.17757 1.23979
H -7.71554 -0.22875 1.48547
H -6.43174 -1.88925 0.18888
H -4.19926 -1.13810 -2.54767
H -4.93246 -2.42884 -1.53204
H -3.74907 -3.53459 1.06583
H -3.47372 -1.95854 1.86220
H -2.15468 -3.14860 1.75870
H -3.19439 -4.22889 -1.77264
H -1.57577 -4.47306 -1.10261
H -1.77498 -3.63723 -2.66106
C 0.96766 -0.26416 -2.91955
N 1.36082 -1.63131 -2.60299
C 2.45816 -2.21081 -3.37436
C 2.37030 -3.72221 -3.32343
C 2.35433 -4.16091 -1.87657
N 1.35031 -3.41598 -1.11572
C 0.98847 -4.00982 0.15829
C 0.90680 -2.20705 -1.48204
O 0.02957 -1.58570 -0.77593
H 1.13696 -0.09628 -3.98084
H 1.55522 0.46694 -2.35687
H -0.08935 -0.11425 -2.70831
H 3.41778 -1.85642 -2.98374
H 2.36711 -1.85423 -4.39923
H 3.21967 -4.16732 -3.83839
H 1.45988 -4.05462 -3.82622
H 3.33606 -4.01199 -1.41563
H 2.11284 -5.22086 -1.78990
H 0.52338 -4.98386 0.00527
H 0.30840 -3.35994 0.70127
H 1.88946 -4.16401 0.75725
Cl 3.78652 8.29885 0.37631
C 3.07274 6.73584 0.41188
C 3.70392 5.68314 -0.24180
C 3.12721 4.42904 -0.21285
C 1.93068 4.22911 0.47590
C 1.31028 5.29076 1.13374
C 1.87628 6.54896 1.09634
C 1.33219 2.90235 0.52375
O 1.74473 1.96160 -0.26065
O 0.39190 2.59066 1.31700
H 4.63456 5.85593 -0.76221
H 3.60012 3.59804 -0.71704
H 0.38739 5.12436 1.67190
H 1.40844 7.38703 1.59215
C -1.44212 0.12178 4.37109
N -0.37280 -0.86326 4.24202
C 0.17775 -1.15458 3.07200
N 1.21674 -1.99768 2.99864
O -0.35708 -0.67779 2.01022
H -1.61038 0.30091 5.42874
H -2.36340 -0.24637 3.92320
H -1.15741 1.05650 3.89064
H 0.03802 -1.24058 5.08075
H 1.75367 -2.22438 3.82037
H 1.68914 -2.05578 2.10711
O 2.76480 0.56919 2.00925
C 3.23189 -0.25602 1.21307
O 2.42293 -0.82124 0.36318
C 4.66310 -0.63246 1.19391
C 5.11346 -1.64732 0.35262
C 6.45424 -1.98464 0.33303
C 7.31638 -1.28601 1.15786
C 6.89722 -0.27503 2.00112
C 5.55158 0.05138 2.01818
N 8.75589 -1.63879 1.13134
O 9.08605 -2.53385 0.38854
O 9.48590 -1.02146 1.86844
H 4.40905 -2.16558 -0.28329
H 6.84258 -2.76742 -0.30206
H 7.61737 0.23389 2.62467
H 5.18258 0.83581 2.66335
```

Values from the calculation:
- Gap between HOMO and LUMO (alpha / beta): 7.586 / 5.680 eV
- ⟨S²⟩: 6.022
- 2S+1: 5
- Net charge: +2
- ΔE to the lowest compared entry with this formula, charge and spin: 122.9 kJ/mol
- E_HOMO (alpha / beta): -12.89 / -13.19 eV
- Total energy: -3229.66676 Eh

Atom charges from the Löwdin analysis, given in e for atoms 1 to 8: 1.5064, -0.2588, 1.3865, -0.2573, -0.2669, -0.2792, -0.0576, -0.0458



> Which formula does entry 1 have?

C34H46ClF5OOsP4



> Which value of total energy does entry 1 give?

-3813.40971 Eh



> 2S+1 of number 2 (C34H46ClN5O8OsSb2)?

5